Record 1
The following is a quantum chemistry calculation of 2 unconnected molecules or ions with the total composition C5H14, from the Open Molecules 2025 dataset.

Spin multiplicity: 1
Strongest force on any atom (eV/A): 2.12
SMILES: CCC.CC
Orbital gap (hartree): 0.4594
Lowest unoccupied orbital energy (eV): 1.176
Highest occupied orbital energy (eV): -11.324
Energy relative to the best compared isomer or geometry (same formula, charge and spin) (kcal per mole): 10.7

Cartesian coordinates (Å):
1 C -2.047 2.395 0.241
2 C -1.460 1.082 -0.297
3 C -1.235 0.033 0.793
4 H -3.130 2.320 0.251
5 H -1.739 3.246 -0.365
6 H -1.720 2.566 1.263
7 H -2.133 0.672 -1.058
8 H -0.515 1.204 -0.821
9 H -0.584 -0.764 0.441
10 H -0.714 0.419 1.681
11 H -2.182 -0.328 1.216
12 C 2.199 -1.693 0.309
13 C 2.133 -1.436 -1.197
14 H 3.199 -1.852 0.734
15 H 1.589 -1.070 0.951
16 H 1.889 -2.717 0.566
17 H 1.426 -0.638 -1.397
18 H 1.929 -2.355 -1.733
19 H 3.094 -1.084 -1.576

---

Record 2
The following is a quantum chemistry calculation of 2 unconnected molecules or ions with the total composition C5H14, from the Open Molecules 2025 dataset.

Spin multiplicity: 1
Strongest force on any atom (eV/A): 3.39
SMILES: CCC.CC
Orbital gap (hartree): 0.4498
Lowest unoccupied orbital energy (eV): 1.158
Highest occupied orbital energy (eV): -11.083
Energy relative to the best compared isomer or geometry (same formula, charge and spin) (kcal per mole): 23.4

Cartesian coordinates (Å):
1 C -0.069 0.372 -1.785
2 C -0.520 -0.980 -1.149
3 C 0.144 -2.092 -1.951
4 H 0.106 1.049 -0.943
5 H -0.856 0.840 -2.418
6 H 0.813 0.239 -2.432
7 H -0.333 -0.954 -0.087
8 H -1.605 -0.929 -1.287
9 H 0.508 -1.762 -2.983
10 H 1.189 -2.205 -1.641
11 H -0.289 -3.032 -2.080
12 C 0.791 0.953 2.050
13 C -0.534 1.457 2.563
14 H 0.879 -0.124 2.182
15 H 1.009 1.013 0.996
16 H 1.613 1.467 2.598
17 H -0.899 0.942 3.460
18 H -1.398 1.234 1.955
19 H -0.551 2.510 2.951

---

Record 3
The following is a quantum chemistry calculation of 2 unconnected molecules or ions with the total composition C5H14, from the Open Molecules 2025 dataset.

Spin multiplicity: 2
Strongest force on any atom (eV/A): 1.84
Orbital gap (alpha / beta) (hartree): 0.4157 / 0.1273
Net charge: +1
Lowest unoccupied orbital energy (alpha / beta) (eV): -3.185 / -11.011
Highest occupied orbital energy (alpha / beta) (eV): -14.498 / -14.476
Energy relative to the best compared isomer or geometry (same formula, charge and spin) (kcal per mole): 15.6

Cartesian coordinates (Å):
1 C 1.372 -0.230 0.662
2 C 2.778 -0.439 1.294
3 C 0.653 1.106 0.910
4 H 1.516 -0.224 -0.430
5 H 0.784 -1.082 1.026
6 H 3.253 0.542 1.149
7 H -0.429 1.002 0.809
8 H 0.754 1.333 1.993
9 H 1.193 1.849 0.336
10 H 2.596 -0.647 2.350
11 H 3.412 -1.225 0.892
12 C -1.739 -0.052 -1.843
13 C -2.924 -0.362 -0.946
14 H -1.985 -0.439 -2.851
15 H -1.541 1.007 -1.910
16 H -0.881 -0.630 -1.514
17 H -2.539 -0.500 0.087
18 H -3.366 -1.363 -1.053
19 H -3.719 0.356 -1.126

---

Record 4
The following is a quantum chemistry calculation of 2 unconnected molecules or ions with the total composition C5H14, from the Open Molecules 2025 dataset.

Spin multiplicity: 2
Strongest force on any atom (eV/A): 2.53
Orbital gap (alpha / beta) (hartree): 0.4307 / 0.1603
Net charge: +1
Lowest unoccupied orbital energy (alpha / beta) (eV): -3.135 / -10.493
Highest occupied orbital energy (alpha / beta) (eV): -14.855 / -14.854
Energy relative to the best compared isomer or geometry (same formula, charge and spin) (kcal per mole): 15.1

Cartesian coordinates (Å):
1 C -1.366 0.909 -2.131
2 C -1.835 1.766 -0.932
3 H -2.132 0.778 -2.895
4 H -0.532 1.307 -2.713
5 H -1.089 -0.072 -1.754
6 H -2.808 2.184 -1.135
7 H -1.056 2.455 -0.651
8 H -1.955 1.147 -0.028
9 C 1.387 -0.814 0.350
10 C 1.467 0.165 1.660
11 C 0.707 -2.074 1.110
12 H 2.351 -1.130 -0.020
13 H 0.739 -0.469 -0.447
14 H 0.451 0.494 1.840
15 H 1.814 -0.472 2.480
16 H 1.491 -2.833 1.033
17 H -0.228 -2.340 0.594
18 H 2.284 0.880 1.525
19 H 0.311 -1.881 2.113

---

Record 5
The following is a quantum chemistry calculation of 2 unconnected molecules or ions with the total composition C5H14, from the Open Molecules 2025 dataset.

Spin multiplicity: 2
Strongest force on any atom (eV/A): 2.35
Orbital gap (alpha / beta) (hartree): 0.4249 / 0.1510
Net charge: +1
Lowest unoccupied orbital energy (alpha / beta) (eV): -3.265 / -10.698
Highest occupied orbital energy (alpha / beta) (eV): -14.827 / -14.809
Energy relative to the best compared isomer or geometry (same formula, charge and spin) (kcal per mole): 10.4

Cartesian coordinates (Å):
1 C 0.454 0.908 -2.424
2 C -0.817 1.766 -2.330
3 H 1.354 1.386 -2.039
4 H 0.238 0.038 -1.799
5 H 0.686 0.423 -3.368
6 H -0.880 2.542 -3.092
7 H -0.926 2.223 -1.351
8 H -1.664 1.138 -2.604
9 C 0.238 -0.474 1.576
10 C -1.028 -0.729 2.305
11 C 1.168 -1.529 1.065
12 H -0.075 0.158 0.677
13 H 0.897 0.269 2.087
14 H -0.626 -0.989 3.334
15 H 0.955 -2.518 1.524
16 H -1.594 -1.614 2.014
17 H -1.600 0.187 2.419
18 H 0.895 -1.830 0.036
19 H 2.186 -1.182 1.158

---

Record 6
The following is a quantum chemistry calculation of 2 unconnected molecules or ions with the total composition C5H14, from the Open Molecules 2025 dataset.

Spin multiplicity: 2
Strongest force on any atom (eV/A): 2.07
Orbital gap (alpha / beta) (hartree): 0.4367 / 0.1410
Net charge: +1
Lowest unoccupied orbital energy (alpha / beta) (eV): -3.115 / -10.776
Highest occupied orbital energy (alpha / beta) (eV): -14.999 / -14.614
Energy relative to the best compared isomer or geometry (same formula, charge and spin) (kcal per mole): 15.2

Cartesian coordinates (Å):
1 C 0.935 -1.371 -2.434
2 C 0.110 -0.101 -2.494
3 H 1.819 -1.273 -1.815
4 H 0.347 -2.190 -2.023
5 H 1.394 -1.596 -3.399
6 H -0.981 -0.266 -2.477
7 H 0.285 0.620 -3.288
8 H 0.275 0.377 -1.485
9 C -0.854 0.460 1.844
10 C -0.387 1.604 1.039
11 C 0.186 -0.590 2.191
12 H -1.753 -0.066 1.502
13 H -1.135 0.956 2.825
14 H -0.407 2.648 1.439
15 H 0.617 1.459 0.644
16 H 0.289 -0.737 3.279
17 H 1.192 -0.285 1.907
18 H -1.131 1.855 0.237
19 H -0.052 -1.529 1.694